[1]
Density functional theory data (wB97M-V/def2-TZVPD) for a structure of composition C36H33I2N4O3PSTi.

CARTESIAN COORDINATES (ANGSTROEM)
Ti -0.21300 0.36858 0.55722
I 4.71291 0.89853 -5.15656
C 3.13378 1.00584 -3.80889
C 1.83126 0.83252 -4.25561
C 0.77677 0.88990 -3.35304
I -1.17116 0.64298 -4.04261
C 1.02444 1.11692 -2.00633
O 0.03360 1.14954 -1.08518
C 2.33444 1.30213 -1.56072
C 2.55097 1.55557 -0.09877
N 1.99555 0.45280 0.74126
C 2.64651 -0.84800 0.51013
C 1.91301 -1.62471 -0.54016
C 2.58135 -2.50500 -1.37282
C 1.86334 -3.23016 -2.30679
C 0.49217 -3.04470 -2.37478
C -0.09972 -2.14278 -1.51505
N 0.58400 -1.43718 -0.60215
C 3.38356 1.24596 -2.46319
H 1.63452 0.65392 -5.30372
H 2.04334 2.47453 0.21133
H 3.61648 1.66631 0.11255
H 2.16060 0.72015 1.70821
H 2.61969 -1.40573 1.44845
H 3.69359 -0.71748 0.22895
H 3.65527 -2.60582 -1.29226
H 2.36471 -3.91904 -2.97320
H -0.11714 -3.57812 -3.08998
H -1.16305 -1.97219 -1.57208
H 4.39942 1.39152 -2.11725
O 0.12940 1.31137 2.43214
S -0.12338 0.11442 3.31956
O -1.19085 0.25939 4.25070
N -0.30892 -0.96571 2.17525
C -1.34984 -1.92131 2.19702
C -1.53584 -2.91369 3.11606
C -2.63936 -3.78912 2.99310
C -3.52861 -3.66661 1.96484
C -3.36452 -2.63724 1.00530
C -4.24329 -2.41475 -0.07502
C -4.01166 -1.37465 -0.93771
C -2.90250 -0.54749 -0.72837
N -2.05277 -0.72632 0.27127
C -2.26987 -1.76517 1.13802
C 1.39286 -0.18346 4.14485
C 1.94548 0.85995 4.88260
C 3.11871 0.62933 5.57974
C 3.71611 -0.62624 5.54326
C 3.14836 -1.65920 4.81087
C 1.97543 -1.44308 4.10163
H -0.84902 -3.02594 3.94532
H -2.77276 -4.56732 3.73168
H -4.36850 -4.34254 1.87401
H -5.09676 -3.06750 -0.21148
H -4.66435 -1.17820 -1.77617
H -2.68170 0.25992 -1.41311
H 1.46322 1.82863 4.91649
H 3.56330 1.42560 6.16049
H 4.62872 -0.80034 6.09708
H 3.61372 -2.63527 4.79646
H 1.51776 -2.23907 3.52754
C -2.89777 2.76660 -0.67365
P -1.77863 2.41438 0.71067
C -2.80010 2.59502 2.19183
C -0.56986 3.75659 0.69088
C -0.07344 4.20900 -0.53481
C 0.89711 5.19722 -0.57121
C 1.38107 5.73919 0.61290
C 0.88754 5.29805 1.83291
C -0.08260 4.30766 1.87539
H -2.41554 2.55410 -1.62775
H -3.17854 3.81977 -0.64091
H -3.80018 2.16216 -0.58404
H -3.24719 3.58936 2.21511
H -2.21503 2.43117 3.09372
H -3.59393 1.84708 2.16414
H -0.44392 3.79712 -1.46525
H 1.26736 5.55181 -1.52395
H 2.13261 6.51678 0.58369
H 1.25004 5.73434 2.75404
H -0.46087 3.97464 2.83275

The LUMO energy comes out at -0.2362 Eh. Its net charge is +2. As for the energy relative to the best compared isomer or geometry (same formula, charge and spin): 0.00 kcal per mole. Its largest force on an atom is 0.0017 Eh/bohr.

---

[2]
Density functional theory data (wB97M-V/def2-TZVPD) for a structure of composition C36H33IrN7S4Si.

CARTESIAN COORDINATES (ANGSTROEM)
Ir -0.35450 -0.11866 0.12051
S 2.02101 -6.68101 -1.24042
C 1.80512 -7.71771 0.09394
C 1.20009 -7.08738 1.13918
C 0.89261 -5.73690 0.84367
C 1.27080 -5.36808 -0.42174
C 1.10029 -4.06709 -1.07450
C 0.54727 -2.98858 -0.35973
N 0.36099 -1.78553 -0.88021
C 0.71735 -1.57061 -2.17555
C 1.23335 -2.58680 -2.98173
C 1.49075 -2.30148 -4.37065
C 1.20649 -1.09171 -4.89998
C 0.66676 -0.03184 -4.08747
C 0.29095 1.22571 -4.58421
C -0.25711 2.17993 -3.74492
C -0.36390 1.85068 -2.37550
N 0.00988 0.68805 -1.88872
C 0.48078 -0.26669 -2.72550
C -0.71739 3.48706 -4.21516
C -1.21798 4.52377 -3.46817
C -1.58472 5.64145 -4.25574
C -1.35541 5.43402 -5.58274
S -0.69134 3.89492 -5.88516
C 1.43505 -3.84390 -2.39930
H 2.14028 -8.74077 0.03879
H 0.97186 -7.57180 2.07606
H 0.38722 -5.08577 1.54204
H 0.20704 -3.11579 0.65838
H 1.89121 -3.09220 -4.99145
H 1.37444 -0.90030 -5.95188
H 0.42080 1.43155 -5.63990
H -0.75599 2.56104 -1.65885
H -1.32761 4.50219 -2.39360
H -2.00043 6.55430 -3.85786
H -1.53888 6.10976 -6.40233
H 1.83442 -4.64513 -3.00949
C 0.19908 3.03787 2.01482
C -1.18349 2.63963 1.59299
C -2.28850 3.42399 1.84984
C -3.54346 3.02322 1.37290
C -3.69737 1.86438 0.64830
C -2.54864 1.09013 0.42893
N -1.33750 1.48509 0.92123
N -2.34922 -0.07089 -0.23612
Si -3.50280 -0.88366 -1.30424
C -2.61265 -2.28942 -2.14421
C -4.91009 -1.54774 -0.28052
C -4.12371 0.36211 -2.56316
H 0.40029 4.06922 1.72654
H 0.94332 2.41031 1.52564
H 0.32024 2.98030 3.09881
H -2.17365 4.35001 2.39446
H -4.40614 3.64692 1.56890
H -4.65542 1.55492 0.25771
H -2.04888 -2.89587 -1.43365
H -1.93713 -1.93725 -2.92768
H -3.34420 -2.94444 -2.62141
H -4.57159 -2.30195 0.43210
H -5.65234 -2.01551 -0.93185
H -5.42320 -0.76480 0.28061
H -3.54076 1.28631 -2.55198
H -5.16695 0.63202 -2.38986
H -4.06454 -0.04507 -3.57496
S 3.66734 -0.35594 -0.65837
C 2.52736 -0.16686 0.34076
N 1.52610 -0.03388 1.08223
N 1.30363 0.05592 7.44863
C 2.01392 0.87426 6.65146
S 2.86785 2.17102 7.14040
C 1.89866 0.56382 5.17455
C 0.75546 -0.01320 4.62244
C 0.66723 -0.20480 3.26107
N 1.69890 0.14448 2.47684
C 2.82392 0.71588 2.96770
C 2.94158 0.92924 4.31323
H 1.35046 0.22162 8.44290
H 0.98258 -0.85201 7.15608
H -0.10702 -0.27437 5.21919
H -0.20239 -0.59665 2.74242
H 3.58279 0.99821 2.25256
H 3.82482 1.40964 4.70926

The LUMO energy (alpha / beta) comes out at -0.2519 / -0.2517 Eh. The spin multiplicity is 2. Its net charge is +2. As for the energy relative to the best compared isomer or geometry (same formula, charge and spin): 63.60 kcal per mole. Its largest force on an atom is 0.0103 Eh/bohr. Its expectation value of S² is 0.75.

---

[3]
Density functional theory data (wB97M-V/def2-TZVPD) for a cluster of 6 separate species, C36H33N2O14PS in total.

CARTESIAN COORDINATES (ANGSTROEM)
C 0.47645 2.43274 2.94585
N 0.06846 1.92536 1.62177
C 0.78645 2.50107 0.47913
C -1.35026 1.96776 1.41170
O -1.95711 0.95398 1.18662
C -2.00333 3.34694 1.51496
N -3.29813 3.47330 0.82908
S -4.54491 2.47791 1.51631
C -3.71460 4.85293 0.81488
O -4.71628 5.26751 1.31140
O -2.92342 5.63834 0.02404
P -2.04027 6.96304 0.63367
C -0.32486 6.34516 0.33935
O -2.12322 6.76641 2.25232
H 0.92945 1.61237 3.49891
H -0.35353 2.81648 3.54175
H 1.21840 3.23028 2.87004
H 1.11221 1.69464 -0.18333
H 1.68307 3.02645 0.79024
H 0.18884 3.18847 -0.12342
H -1.31904 4.04525 1.04891
H -2.10816 3.58882 2.57935
H -4.17868 2.56577 2.80655
H 0.26627 7.14923 -0.09169
H -0.36693 5.50097 -0.34623
H 0.13593 5.98596 1.26330
H -1.40603 6.21750 2.59230
C -4.90889 -2.77215 -2.54175
C -5.17871 -1.47520 -2.66817
C -4.54226 -0.46496 -1.78030
O -4.78177 0.71677 -1.90423
C -3.59665 -0.95951 -0.74721
C -3.33094 -2.25750 -0.62260
C -3.96029 -3.26024 -1.50985
O -3.69542 -4.43909 -1.39147
H -5.35359 -3.52463 -3.18034
H -5.86107 -1.09645 -3.41851
H -3.13096 -0.21872 -0.11065
H -2.64528 -2.64000 0.12427
C -0.30700 -2.91086 -5.45564
C 0.85853 -2.57142 -4.91165
C 0.93739 -1.56251 -3.82424
O 1.99895 -1.25135 -3.32874
C -0.33433 -0.94896 -3.36729
C -1.49868 -1.28751 -3.91235
C -1.57999 -2.29618 -4.99843
O -2.64251 -2.60718 -5.49007
H -0.38860 -3.64350 -6.24836
H 1.79774 -3.00670 -5.22819
H -0.25590 -0.21796 -2.57209
H -2.43498 -0.84873 -3.59281
C -0.03445 -6.64064 1.52767
C 0.50892 -7.74907 1.03406
C -0.00872 -8.37063 -0.21200
O 0.48938 -9.38078 -0.66031
C -1.15357 -7.70722 -0.88227
C -1.70504 -6.59889 -0.39169
C -1.18183 -5.97732 0.85434
O -1.66153 -4.95989 1.30911
H 0.32787 -6.16871 2.43272
H 1.34557 -8.24833 1.50605
H -1.51075 -8.17866 -1.78917
H -2.53806 -6.10025 -0.86954
C 1.70416 -2.63222 3.12697
C 1.79607 -1.30616 3.16724
C 2.63026 -0.62551 4.19039
O 2.69764 0.58653 4.21959
C 3.35891 -1.47229 5.16543
C 3.26782 -2.79867 5.12367
C 2.43333 -3.48402 4.10088
O 2.35168 -4.69172 4.06537
H 1.10024 -3.15182 2.39379
H 1.27130 -0.66223 2.46923
H 3.95829 -0.95082 5.90077
H 3.78817 -3.44041 5.82302
C 4.83581 5.57816 -1.35368
C 5.83365 5.35337 -2.20338
C 6.36676 3.98327 -2.42126
O 7.27588 3.77886 -3.19310
C 5.74112 2.87453 -1.65464
C 4.74375 3.10094 -0.80479
C 4.21332 4.46982 -0.58920
O 3.30013 4.67475 0.18427
H 4.43137 6.56684 -1.17808
H 6.30372 6.14486 -2.77272
H 6.14388 1.88531 -1.83029
H 4.27339 2.30892 -0.23550

The LUMO energy comes out at -0.0687 Eh. Its SMILES is CN(C)C(=O)CN(S)C(=O)OP(C)O.O=C1C=CC(=O)C=C1.O=C1C=CC(=O)C=C1.O=C1C=CC(=O)C=C1.O=C1C=CC(=O)C=C1.O=C1C=CC(=O)C=C1. Its largest force on an atom is 0.0240 Eh/bohr.